Arrangement i

Entry from OMol25: the ion CH3IO3P with charge -1 (ωB97M-V/def2-TZVPD).

Geometry as XYZ:
```
9
Properties=species:S:1:pos:R:3:lowdin_charge:R:1
H -0.683 -1.137 -0.575 0.04
O -0.295 0.372 0.756 -0.40
I 2.398 -1.409 0.146 0.22
H -1.658 -0.984 1.048 0.11
H -1.927 0.111 -0.571 0.08
C -1.246 -0.443 0.101 -0.21
P 1.080 0.784 -0.045 0.05
O 1.816 1.813 0.688 -0.40
O 0.515 0.893 -1.549 -0.49
```

SMILES	CO[P@](=O)([O-])I
multiplicity	1
charge	-1
HOMO energy	-5.225	eV

Arrangement ii

Entry from OMol25: a cluster of 2 separate species, CH3IO3P in total (ωB97M-V/def2-TZVPD).

Geometry as XYZ:
```
9
Properties=species:S:1:pos:R:3:lowdin_charge:R:1
H -0.128 1.440 1.128 0.07
H 1.314 1.622 0.238 0.03
P 0.233 -1.494 -0.446 0.45
C 0.417 1.188 0.202 -0.10
H -0.156 1.415 -0.667 0.07
I -3.179 -0.079 0.994 -0.67
O 0.871 -2.697 0.050 -0.27
O -0.200 -1.187 -1.806 -0.29
O 0.826 -0.209 0.307 -0.29
```

multiplicity	1
charge	-1
HOMO energy	-4.041	eV

Ranking the structures above by energy, arrangement i is first and the second is 57.0 kJ/mol behind.